i | The following is a quantum chemistry calculation of CH3N3O2S as an isolated structure, from the OMol25 dataset.

Positions of all 10 atoms, in Å:
C (0.2305, 0.9119, -1.6249)
N (1.1356, 0.4263, -2.1916)
N (0.6489, -1.1988, 0.6426)
N (-0.8815, 1.0036, -0.9083)
O (0.3905, 0.8258, 1.9100)
O (-1.6023, -0.5582, 1.4575)
S (-0.3370, -0.0490, 1.0329)
H (1.6725, -1.1804, 0.2862)
H (0.1647, -2.0337, 0.3784)
H (-1.4218, 1.8524, -0.9829)

Output
Frontier orbital gap (alpha / beta): 8.18 / 8.18 eV
Spin multiplicity: 1
Molecular weight: 121.1 g mol⁻¹


ii | The following is a quantum chemistry calculation of one molecule with the formula CH3N3O2S, from the OMol25 dataset.

Positions of all 10 atoms, in Å:
C (-0.7634, 1.1147, -0.0259)
N (0.3980, 0.6428, -0.1883)
N (1.3090, 0.0033, -0.3949)
N (1.2673, -2.2050, -0.7695)
O (2.0655, -0.7445, -2.7612)
O (-0.2515, -0.9266, -2.0891)
S (1.1149, -1.1490, -1.8092)
H (-1.5194, 0.3211, 0.0899)
H (-0.9923, 2.0624, -0.2632)
H (2.2755, -2.2348, -0.5653)

Output
Frontier orbital gap: 9.58 eV
Spin multiplicity: 1
Molecular weight: 121.1 g mol⁻¹


iii | The following is a quantum chemistry calculation of a 3-piece molecular cluster, CH3N3O2S overall, from the OMol25 dataset.

Positions of all 10 atoms, in Å:
C (0.2504, 0.2364, -0.4382)
N (0.0576, -2.0737, 0.0027)
N (-0.8864, -2.5445, 0.3878)
N (-0.4917, 0.4917, 0.5286)
O (-3.4463, 0.8955, 0.6321)
O (-2.4431, -0.3654, -1.2721)
S (-2.7610, -0.2756, 0.1508)
H (1.3908, 0.0388, -0.4140)
H (-0.3379, 0.1032, -1.2779)
H (-0.1809, 0.6371, 1.4701)

Output
Frontier orbital gap: 10.00 eV
Spin multiplicity: 1
Molecular weight: 121.1 g mol⁻¹


iv | The following is a quantum chemistry calculation of one molecule with the formula CH3N3O2S, from the OMol25 dataset.

Positions of all 10 atoms, in Å:
C (0.2117, 0.8167, 0.4852)
N (-0.9535, -1.2084, -0.4301)
N (-1.9112, -0.5342, 0.0063)
N (0.5062, -0.6734, 0.8374)
O (-3.0029, -0.8869, 0.3872)
O (1.5549, -1.0178, 0.3935)
S (-1.5224, 1.1474, 0.1269)
H (0.4418, 1.4020, 1.3384)
H (1.0240, 0.9520, -0.2250)
H (-1.1511, -2.2766, -0.3693)

Output
Frontier orbital gap (alpha / beta): 8.39 / 8.39 eV
Spin multiplicity: 1
SMILES string: [H]/N=[N+](\[O-])SCN=O
Molecular weight: 121.1 g mol⁻¹


Here are the energies relative to the best structure, in eV: i 2.086; ii 3.788; iii 0.000; iv 5.624.


i | The following is a quantum chemistry calculation of an isolated ion of composition C7H12N and charge +1, from the OMol25 dataset.

Positions of all 20 atoms, in Å:
C (0.4971, -1.3964, 0.1157)
C (0.7801, -1.0144, 1.3737)
C (0.7103, 0.7640, -0.8861)
C (1.0580, 1.3209, 0.5607)
C (-1.1779, 0.4444, 1.0083)
C (-0.2908, -0.4178, -0.6367)
C (-1.1733, -0.7397, -1.7860)
N (0.2697, 0.4068, 1.5142)
H (0.8607, -2.3379, -0.3447)
H (1.4318, -1.5868, 2.0405)
H (0.2588, 1.5787, -1.3584)
H (1.4789, 0.2644, -1.4547)
H (2.1453, 1.1963, 0.8838)
H (0.7059, 2.2532, 0.7009)
H (-1.4183, 1.4149, 0.6108)
H (-1.8303, -0.1137, 1.6859)
H (-2.1799, -1.2353, -1.5254)
H (-0.7995, -1.4442, -2.5240)
H (-1.6002, -0.0442, -2.4477)
H (0.2739, 0.6868, 2.4691)

Output
Net charge: +1
Frontier orbital gap: 10.24 eV
Spin multiplicity: 1
Molecular weight: 110.2 g mol⁻¹


ii | The following is a quantum chemistry calculation of an isolated ion of composition C7H12N and charge +1, from the OMol25 dataset.

Positions of all 20 atoms, in Å:
C (-0.7579, 0.0545, 1.4779)
C (0.6611, -0.2836, 1.6604)
C (1.4430, -0.1512, 0.3085)
C (-0.9905, 0.8019, 0.0560)
C (0.8776, 0.6242, -2.0764)
C (-2.1965, -1.4382, 0.0274)
C (0.7432, 0.9450, -0.5740)
N (-1.4610, -0.4580, 0.3019)
H (-1.5555, 0.2660, 2.1992)
H (0.8448, -1.2593, 2.0806)
H (1.1677, 0.4402, 2.2740)
H (2.4998, 0.1417, 0.4583)
H (-1.5649, 1.6256, -0.3258)
H (1.9659, 0.5723, -2.3231)
H (0.4189, -0.4094, -2.0688)
H (0.1783, 1.3730, -2.5098)
H (1.4500, -0.9835, -0.2811)
H (-2.6860, -1.5260, -0.9625)
H (-1.9406, -2.3488, 0.5281)
H (0.9025, 2.0136, -0.2508)

Output
Net charge: +1
Frontier orbital gap: 9.77 eV
Spin multiplicity: 1
SMILES string: C=[N+]1[C@@H]2[C@H](C)CC[C@@H]21
Molecular weight: 110.2 g mol⁻¹


Here are the energies relative to the best structure, in eV: i 0.000; ii 0.310.


i | The following is a quantum chemistry calculation of a 2-piece molecular cluster, C3H9O2S overall, from the OMol25 dataset.

Positions of all 15 atoms, in Å:
C (1.2893, -0.1884, 0.4102)
O (0.1035, -0.1754, 1.0559)
C (1.2109, 0.4217, -1.0112)
C (-0.0058, 1.3403, -1.1214)
S (-1.5615, 0.4814, -1.5453)
H (1.7068, -1.2104, 0.2521)
H (2.1687, 0.3033, 0.9283)
H (2.0439, 1.0740, -1.3156)
H (1.1438, -0.4243, -1.6858)
H (0.1581, 2.1731, -1.7980)
H (-0.2075, 1.7109, -0.1202)
H (-1.3433, -0.4106, -0.5562)
H (1.2831, -1.7350, 3.1212)
H (0.1301, -1.2905, 2.2332)
O (0.3488, -1.9459, 2.9859)

Output
Net charge: -1
Frontier orbital gap: 7.15 eV
Spin multiplicity: 1
Molecular weight: 109.2 g mol⁻¹


ii | The following is a quantum chemistry calculation of a 2-piece molecular cluster, C3H9O2S overall, from the OMol25 dataset.

Positions of all 15 atoms, in Å:
C (-0.1540, -1.2122, 0.9215)
O (-0.2809, -0.5111, 2.0250)
C (1.1868, -0.7554, 0.2141)
C (0.9520, 0.3136, -0.8186)
S (-0.3075, 0.0967, -2.0534)
H (-1.0787, -1.1441, 0.3640)
H (-0.0514, -2.3545, 1.1303)
H (1.9105, -0.5452, 1.1956)
H (1.5200, -1.7569, -0.1909)
H (1.8543, 0.4558, -1.5126)
H (0.6731, 1.1659, -0.1648)
H (-0.8021, -1.0939, -1.9937)
H (-1.5410, 1.8811, 1.1175)
H (-0.6305, 0.8815, 1.5242)
O (-0.8244, 1.8720, 1.6604)

Output
Net charge: -1
Frontier orbital gap: 6.33 eV
Spin multiplicity: 1
Molecular weight: 109.2 g mol⁻¹


iii | The following is a quantum chemistry calculation of a 2-piece molecular cluster, C3H9O2S overall, from the OMol25 dataset.

Positions of all 15 atoms, in Å:
C (0.8711, -0.3738, -0.8134)
O (-0.0089, 0.1785, -1.6946)
C (0.3224, -0.3933, 0.6183)
C (-0.8773, -1.2762, 0.8037)
S (-1.8063, -0.9249, 2.3538)
H (1.6972, 0.3690, -0.7115)
H (1.4321, -1.3145, -0.9923)
H (1.0415, -0.6727, 1.3899)
H (-0.0421, 0.6041, 0.8738)
H (-0.6146, -2.3337, 0.8120)
H (-1.5950, -1.0733, 0.0178)
H (-2.6024, -0.0113, 1.7881)
H (0.8814, 2.9351, -0.9159)
H (0.4406, 1.6773, -1.7035)
O (0.8603, 2.6097, -1.8263)

Output
Net charge: -1
Frontier orbital gap: 6.52 eV
Spin multiplicity: 1
Molecular weight: 109.2 g mol⁻¹


Here are the energies relative to the best structure, in eV: i 0.000; ii 1.619; iii 0.125.


i | The following is a quantum chemistry calculation of one molecule with the formula C5H9ClSi, from the OMol25 dataset.

Positions of all 16 atoms, in Å:
C (-1.1898, 0.0453, -1.3965)
C (-0.1187, 0.8509, -1.2988)
C (-1.7274, -0.7122, -0.1635)
C (-1.3657, -0.1778, 1.1560)
C (2.5639, 0.6078, 0.4594)
Si (0.7802, 1.2810, 0.3662)
Cl (0.8086, 3.2922, 0.6473)
H (-1.6553, -0.1710, -2.2858)
H (0.2708, 1.2273, -2.1574)
H (-2.9079, -0.6887, -0.1411)
H (-1.3673, -1.8512, -0.3583)
H (-2.1914, 0.5670, 1.6051)
H (-0.8103, -0.8478, 1.8310)
H (2.2422, -0.4797, 0.1870)
H (3.2616, 1.0234, -0.2630)
H (3.0108, 0.7465, 1.4953)

Output
Frontier orbital gap: 8.31 eV
Spin multiplicity: 1
Molecular weight: 132.7 g mol⁻¹


ii | The following is a quantum chemistry calculation of one molecule with the formula C5H9ClSi, from the OMol25 dataset.

Positions of all 16 atoms, in Å:
C (-1.6274, -0.0244, -0.7495)
C (-1.3745, -0.4995, 0.4390)
C (-0.3900, 0.3201, -1.5631)
C (0.5786, -0.6720, -0.9024)
C (0.2773, -0.5806, 0.6113)
Si (1.0539, 0.8698, 1.6448)
Cl (3.1646, 1.1937, 1.6351)
H (-2.5844, -0.0653, -1.3004)
H (-1.9166, -0.8245, 1.2686)
H (-0.5717, -0.0896, -2.6154)
H (-0.0700, 1.3744, -1.4181)
H (0.4376, -1.6527, -1.2606)
H (1.6940, -0.4191, -1.1984)
H (0.4329, -1.4924, 1.2119)
H (0.7317, 0.7165, 3.0396)
H (0.1640, 1.8457, 1.1575)

Output
Frontier orbital gap: 10.24 eV
Spin multiplicity: 1
SMILES string: Cl[SiH2][C@H]1C=CCC1
Molecular weight: 132.7 g mol⁻¹


Here are the energies relative to the best structure, in eV: i 1.216; ii 0.000.


i | The following is a quantum chemistry calculation of one molecule with the formula C6H13NO4S, from the OMol25 dataset.

Positions of all 25 atoms, in Å:
O (2.0709, 0.5190, 1.4379)
S (2.1789, 0.4968, 0.0123)
O (1.8980, 1.7098, -0.6943)
O (3.6981, 0.0656, -0.3662)
H (4.3102, 0.7765, -0.1697)
C (1.3499, -0.9172, -0.7192)
C (0.3737, -1.5717, 0.2679)
N (-0.8957, -0.9538, 0.4958)
C (-1.0259, 0.1161, 1.4672)
C (-1.0675, 1.5112, 0.8320)
H (-1.3484, 2.2568, 1.5770)
O (-2.0541, 1.5817, -0.1804)
C (-1.7839, 0.6446, -1.1959)
C (-1.7948, -0.7834, -0.6280)
H (-1.5494, -1.5073, -1.4063)
H (-2.8106, -0.9890, -0.2667)
H (-2.5745, 0.7641, -1.9401)
H (-0.8129, 0.8793, -1.6595)
H (-0.0855, 1.7686, 0.4151)
H (-0.2017, 0.0679, 2.1765)
H (-1.9722, -0.0504, 1.9985)
H (0.8852, -1.6462, 1.2302)
H (0.1762, -2.5895, -0.0954)
H (2.1623, -1.5923, -0.9646)
H (0.8737, -0.5575, -1.6241)

Output
Frontier orbital gap: 8.63 eV
Spin multiplicity: 1
SMILES string: O=S(=O)(O)CCN1CCOCC1
Molecular weight: 195.2 g mol⁻¹


ii | The following is a quantum chemistry calculation of one molecule with the formula C6H13NO4S, from the OMol25 dataset.

Positions of all 25 atoms, in Å:
C (0.1517, 1.5966, 0.2141)
C (-0.9732, 0.6745, -0.1953)
C (-2.3420, 1.3614, -0.1273)
C (-3.4429, 0.3168, 0.1347)
C (-3.0478, -1.0296, -0.4901)
C (-1.7471, -1.5205, 0.1587)
H (0.8084, -0.7518, 1.5465)
H (2.2925, -0.1389, 2.0604)
H (-0.0184, 2.6084, -0.1721)
H (0.2012, 1.6574, 1.3011)
H (-0.7667, 0.2975, -1.2146)
H (-2.5320, 1.8743, -1.0430)
H (-2.3517, 2.1121, 0.6778)
H (-4.3813, 0.6720, -0.2555)
H (-3.5605, 0.1886, 1.2209)
H (-3.8241, -1.7875, -0.3608)
H (-2.9134, -0.8858, -1.5777)
H (-1.9324, -2.1695, 1.0098)
H (-1.1531, -2.0794, -0.5388)
N (1.7903, -0.6794, 1.3833)
O (3.4981, 0.0098, -0.3162)
O (1.3408, -1.0945, -1.0451)
O (1.4559, 1.2830, -0.3035)
O (-0.9755, -0.4438, 0.6888)
S (2.0908, -0.2045, -0.1687)

Output
Frontier orbital gap: 10.84 eV
Spin multiplicity: 1
SMILES string: NS(=O)(=O)OC[C@@H]1CCCCO1
Molecular weight: 195.2 g mol⁻¹


Here are the energies relative to the best structure, in eV: i 0.645; ii 0.000.


i | The following is a quantum chemistry calculation of an isolated ion of composition C2H4N3O and charge +1, from the OMol25 dataset.

Positions of all 10 atoms, in Å:
C (0.4161, -0.8905, -0.0745)
C (-0.7286, -1.5358, 0.5948)
N (0.6197, 2.7637, -0.9096)
N (0.0678, 0.5766, -0.3575)
N (0.4422, 1.6734, -0.6077)
O (1.5406, -1.0442, -0.3455)
H (-0.3163, -2.1209, 1.4504)
H (-1.3888, -0.8306, 1.1394)
H (-1.1697, -2.3699, -0.1178)
H (0.5169, 3.7783, -0.7721)

Output
Net charge: +1
Frontier orbital gap: 10.58 eV
Spin multiplicity: 1
SMILES string: CC(=O)N=[N+]=N
Molecular weight: 86.1 g mol⁻¹


ii | The following is a quantum chemistry calculation of a 2-piece molecular cluster, C2H4N3O overall, from the OMol25 dataset.

Positions of all 10 atoms, in Å:
C (-0.0158, -0.7331, -0.0266)
C (-2.5233, 0.4552, 0.2185)
N (-1.7373, 0.0863, -0.6330)
N (0.2201, -1.6845, -0.6490)
N (0.4675, 0.0714, 0.8368)
O (-3.2654, 0.7110, 1.0492)
H (-1.4723, 0.6500, -1.5626)
H (0.0757, -2.2756, -1.4558)
H (-0.0368, 0.6851, 1.4667)
H (1.4045, 0.0599, 1.0117)

Output
Net charge: +1
Frontier orbital gap: 11.66 eV
Spin multiplicity: 1
Molecular weight: 86.1 g mol⁻¹


iii | The following is a quantum chemistry calculation of an isolated ion of composition C2H4N3O and charge +1, from the OMol25 dataset.

Positions of all 10 atoms, in Å:
C (1.4771, 1.0879, -1.7341)
C (-0.5018, -0.4674, 0.7312)
N (0.3674, 0.4749, -1.3162)
N (2.2753, 1.3087, -0.6761)
N (0.3779, 0.2874, -0.0920)
O (1.6368, 0.8904, 0.3367)
H (1.7416, 1.3427, -2.6768)
H (-0.2481, -1.4552, 0.6814)
H (-0.2230, -0.0556, 1.7764)
H (-1.4826, -0.0558, 0.3331)

Output
Net charge: +1
Frontier orbital gap: 10.90 eV
Spin multiplicity: 1
SMILES string: C[n+]1ncno1
Molecular weight: 86.1 g mol⁻¹


Here are the energies relative to the best structure, in eV: i 2.936; ii 0.000; iii 3.080.


i | The following is a quantum chemistry calculation of one molecule with the formula C2H6N4S, from the OMol25 dataset.

Positions of all 13 atoms, in Å:
C (0.9229, -0.5568, -0.4553)
C (-1.3025, -0.6920, -0.8314)
H (1.3587, 1.6040, 0.8488)
H (1.5113, 0.4745, 1.9996)
H (2.9425, -0.3272, -0.0771)
H (1.1783, -1.3021, -1.2548)
H (-1.0871, -1.5042, -1.5911)
H (-4.0318, 1.1143, 0.1883)
N (1.9912, 0.8887, 1.1877)
N (2.0231, -0.1171, 0.2085)
N (-0.2350, -0.0848, -0.1380)
N (-2.5171, -0.3523, -0.6261)
S (-2.7544, 0.8549, 0.5411)

Output
Frontier orbital gap: 8.93 eV
Spin multiplicity: 1
SMILES string: NN/C=N/C=N\S
Molecular weight: 118.2 g mol⁻¹


ii | The following is a quantum chemistry calculation of a 2-piece molecular cluster, C2H6N4S overall, from the OMol25 dataset.

Positions of all 13 atoms, in Å:
C (-0.5613, 0.5543, -0.5650)
C (-0.7643, 1.0910, 0.7327)
N (0.5694, -1.8932, 1.0630)
N (0.6441, 0.3135, -0.9490)
N (1.7543, 0.2200, -0.2355)
N (-0.0303, -2.2347, 0.1519)
S (-0.8962, -2.5606, -1.0849)
H (-1.3115, 0.0674, -1.1753)
H (-0.2540, 2.0703, 0.8646)
H (-0.1291, 0.5046, 1.4130)
H (-1.7394, 1.1480, 1.0701)
H (0.9333, -0.1587, -1.8047)
H (1.7849, 0.8782, 0.5191)

Output
Frontier orbital gap (alpha / beta): 8.10 / 8.09 eV
Spin multiplicity: 1
Molecular weight: 118.2 g mol⁻¹


iii | The following is a quantum chemistry calculation of one molecule with the formula C2H6N4S, from the OMol25 dataset.

Positions of all 13 atoms, in Å:
C (-0.2132, 0.1140, 0.9538)
C (-0.1689, 0.1576, -0.5510)
H (-2.2531, -0.5815, 0.9159)
H (-1.5562, -0.2019, 2.5282)
H (0.5780, 0.4895, 2.6668)
H (-0.9983, -0.2834, -2.1865)
H (1.7970, 0.4746, -0.1664)
H (1.9170, -1.1133, -2.6574)
N (-1.4582, -0.2007, 1.5149)
N (0.8223, 0.4858, 1.7013)
N (-1.2820, -0.1122, -1.2028)
N (1.1056, 0.4725, -0.9765)
S (1.7099, 0.2991, -2.5405)

Output
Frontier orbital gap: 9.87 eV
Spin multiplicity: 1
SMILES string: [H]/N=C(N)/C(=N/[H])NS
Molecular weight: 118.2 g mol⁻¹


Here are the energies relative to the best structure, in eV: i 0.993; ii 3.164; iii 0.000.


i | The following is a quantum chemistry calculation of a 2-piece molecular cluster, C4H11O2P overall, from the OMol25 dataset.

Positions of all 18 atoms, in Å:
C (-0.0845, 1.1639, 2.2285)
C (1.2196, -1.3288, -1.5703)
C (1.0410, 0.4497, 1.5581)
C (-0.9827, 0.3611, -1.3484)
O (-0.9761, -2.1264, -0.0242)
O (-2.0403, 0.6951, -0.5150)
P (-0.0907, -0.9947, -0.3498)
H (0.3668, 1.8287, 2.9658)
H (-0.7526, 1.5830, 1.5223)
H (-0.8057, 0.4934, 2.7831)
H (2.0180, -1.8516, -1.0866)
H (0.7957, -2.1070, -2.2979)
H (1.5809, -0.4352, -2.0585)
H (1.5198, -0.4349, 1.9971)
H (1.6598, 1.2194, 1.0559)
H (-0.2539, 1.2028, -1.6363)
H (-1.3134, -0.0979, -2.2897)
H (-2.9016, 0.3795, -0.9341)

Output
Frontier orbital gap: 8.49 eV
Spin multiplicity: 1
Molecular weight: 122.1 g mol⁻¹


ii | The following is a quantum chemistry calculation of a 2-piece molecular cluster, C4H11O2P overall, from the OMol25 dataset.

Positions of all 18 atoms, in Å:
C (1.1547, -1.4645, -0.5617)
C (2.0589, 1.1258, -0.1643)
C (-0.3822, 0.4660, 1.0515)
C (-2.3773, 0.1672, 0.3421)
O (-2.3949, -1.1107, -0.0715)
O (-2.5703, 1.1747, -0.6049)
P (0.4251, 0.2637, -0.5831)
H (1.8368, -1.6937, 0.3752)
H (1.8984, -1.6314, -1.3479)
H (0.3782, -2.2487, -0.5480)
H (2.3754, 0.7860, 0.7327)
H (1.7795, 2.0866, 0.0198)
H (2.7820, 0.8060, -1.0364)
H (0.0310, -0.1905, 1.8003)
H (-0.4453, 1.4587, 1.2203)
H (-2.9878, 0.1745, 1.2456)
H (-1.8397, -1.4403, -0.8057)
H (-1.7226, 1.2709, -1.0638)

Output
Frontier orbital gap: 9.41 eV
Spin multiplicity: 1
Molecular weight: 122.1 g mol⁻¹


Here are the energies relative to the best structure, in eV: i 0.000; ii 0.862.